Entry 1:
This record from OMol25 describes C16H37Br10NO2P2S as an isolated structure in a non-equilibrium geometry. The level of theory is the ωB97M-V functional and the def2-TZVPD basis.

Geometry (Å):
C: 0.144 -3.860 -0.774
C: -1.281 -3.143 -0.927
C: -1.263 -1.552 -0.732
C: -2.487 -0.911 -1.544
N: -3.838 -1.398 -1.142
P: -4.542 -2.559 -2.283
C: -6.339 -2.120 -1.728
C: -6.596 -2.786 -0.289
O: -7.264 -2.161 0.567
O: -6.090 -4.056 0.083
P: -5.346 -4.099 -3.698
S: -3.902 -4.389 -5.020
H: 0.908 -3.276 -1.388
H: 0.008 -4.939 -1.160
H: 0.396 -3.901 0.341
H: -2.090 -3.562 -0.240
H: -1.634 -3.329 -2.014
H: -0.286 -1.177 -1.228
H: -1.222 -1.199 0.350
H: -2.469 0.222 -1.311
H: -2.245 -1.004 -2.657
H: -4.449 -0.597 -0.944
H: -3.900 -3.646 -1.609
H: -4.068 -1.872 -3.445
H: -7.121 -2.466 -2.494
H: -6.483 -0.994 -1.582
H: -5.742 -4.543 -0.697
H: -5.474 -5.346 -2.961
H: -6.576 -3.705 -4.320
Br: 2.284 -0.281 -1.166
C: 1.693 0.023 0.668
C: 2.638 0.946 1.406
Br: 4.285 -0.004 1.952
H: 1.592 -0.956 1.136
H: 0.706 0.480 0.575
H: 2.188 1.284 2.329
H: 2.949 1.807 0.815
Br: 3.864 2.193 2.976
C: 3.290 2.488 4.853
C: 4.253 3.393 5.608
Br: 5.879 2.446 6.125
H: 3.189 1.498 5.304
H: 2.313 2.948 4.784
H: 3.810 3.719 6.551
H: 4.567 4.265 5.041
Br: 4.655 7.421 3.751
C: 3.421 6.844 2.355
C: 2.280 6.045 2.933
Br: 2.853 4.215 3.379
H: 4.007 6.290 1.621
H: 3.055 7.766 1.900
H: 1.484 5.922 2.195
H: 1.863 6.483 3.842
Br: -5.076 0.462 -4.354
C: -5.374 0.590 -6.276
C: -4.595 -0.465 -7.021
Br: -2.708 0.007 -7.145
H: -5.116 1.607 -6.571
H: -6.447 0.440 -6.408
H: -4.937 -0.537 -8.055
H: -4.645 -1.450 -6.556
Br: 8.899 -1.669 4.609
C: 8.856 -0.499 3.051
C: 8.115 0.781 3.349
Br: 6.180 0.494 3.354
H: 8.417 -1.072 2.235
H: 9.903 -0.292 2.823
H: 8.288 1.518 2.563
H: 8.375 1.216 4.315

Values from the calculation:
HOMO level (eV): -7.1
Largest force on an atom (eV/A): 11.613
LUMO energy (eV): 0.131
E_tot (eV): -752602.415
2S+1: 1
Orbital gap (eV): 7.22

=====

Entry 2:
This record from OMol25 describes C47H53GeN11O2SSi2Ti as an isolated structure in a non-equilibrium geometry. The level of theory is the ωB97M-V functional and the def2-TZVPD basis.

Geometry (Å):
Ti: -0.372 -1.838 0.023
C: 3.057 -1.437 -1.649
Si: 3.115 -2.286 0.016
C: 3.352 -4.104 -0.377
C: 4.773 -1.698 0.732
C: 1.654 -1.992 1.104
C: 1.412 -0.522 1.414
C: 2.156 0.302 2.219
C: 1.721 1.645 2.524
C: 0.527 2.077 1.919
C: -0.181 1.242 1.091
N: 0.226 -0.076 0.833
Si: 1.667 -3.028 2.625
C: 3.348 -3.638 3.263
C: 1.054 -2.126 4.156
C: 0.689 -4.617 2.480
H: 2.362 -1.944 -2.321
H: 4.064 -1.457 -2.085
H: 2.734 -0.398 -1.564
H: 3.972 -4.201 -1.277
H: 2.384 -4.581 -0.567
H: 3.852 -4.646 0.430
H: 5.145 -2.375 1.505
H: 4.694 -0.696 1.165
H: 5.521 -1.655 -0.072
H: 3.054 -0.101 2.676
H: 2.294 2.295 3.173
H: 0.157 3.087 2.080
H: -1.117 1.539 0.634
H: 3.980 -2.800 3.577
H: 3.907 -4.228 2.534
H: 3.168 -4.275 4.141
H: 1.668 -1.245 4.359
H: 1.127 -2.812 5.011
H: 0.022 -1.779 4.081
H: 1.066 -5.206 1.637
H: -0.372 -4.443 2.276
H: 0.781 -5.205 3.403
N: -3.191 -3.449 -1.385
C: -3.311 -2.091 -1.171
N: -4.409 -1.414 -1.464
N: -4.134 -0.158 -1.038
N: -2.949 -0.102 -0.524
N: -2.388 -1.343 -0.595
C: -2.004 -4.163 -1.266
N: -1.875 -5.359 -1.792
N: -0.619 -5.737 -1.423
N: -0.059 -4.820 -0.727
N: -0.928 -3.770 -0.585
H: -3.832 -3.829 -2.060
O: -1.192 -1.634 -3.454
C: -0.345 -0.979 -2.879
O: 0.210 -1.280 -1.731
C: 0.159 0.324 -3.477
C: -0.135 1.485 -2.517
Ge: 0.754 3.146 -2.869
C: 0.599 3.786 -4.714
C: 0.218 5.097 -5.001
C: 0.136 5.550 -6.318
C: 0.429 4.694 -7.366
C: 0.803 3.384 -7.100
C: 0.886 2.938 -5.783
C: 0.034 4.517 -1.684
C: -1.217 4.358 -1.087
C: -1.708 5.311 -0.199
C: -0.952 6.433 0.104
C: 0.298 6.604 -0.480
C: 0.784 5.647 -1.366
C: 2.653 3.003 -2.464
C: 3.016 2.761 -1.137
C: 4.354 2.659 -0.776
C: 5.345 2.798 -1.739
C: 5.000 3.045 -3.061
C: 3.658 3.153 -3.419
H: -0.354 0.462 -4.427
H: 1.234 0.218 -3.663
H: 0.195 1.218 -1.511
H: -1.215 1.644 -2.459
H: -0.022 5.776 -4.188
H: -0.163 6.573 -6.521
H: 0.365 5.044 -8.390
H: 1.026 2.705 -7.916
H: 1.178 1.910 -5.592
H: -1.811 3.474 -1.295
H: -2.675 5.163 0.268
H: -1.327 7.168 0.807
H: 0.899 7.472 -0.234
H: 1.774 5.775 -1.796
H: 2.260 2.627 -0.370
H: 4.609 2.442 0.255
H: 6.388 2.704 -1.460
H: 5.772 3.146 -3.815
H: 3.399 3.347 -4.455
N: -1.474 -1.913 1.933
S: -2.342 -2.547 3.059
C: -2.684 -1.206 4.208
C: -3.623 -1.367 5.215
C: -3.875 -0.305 6.074
C: -3.190 0.892 5.914
C: -2.246 1.030 4.915
C: -1.982 -0.032 4.048
C: -4.015 -2.825 2.467
C: -4.686 -1.846 1.757
C: -5.932 -2.142 1.223
C: -6.497 -3.393 1.432
C: -5.816 -4.364 2.146
C: -4.552 -4.081 2.662
H: -1.922 -1.041 1.629
H: -4.161 -2.303 5.322
H: -4.612 -0.413 6.860
H: -3.396 1.722 6.579
H: -1.698 1.955 4.787
H: -1.223 0.067 3.276
H: -4.227 -0.883 1.555
H: -6.434 -1.404 0.612
H: -7.467 -3.621 1.006
H: -6.245 -5.349 2.280
H: -3.980 -4.843 3.181

Values from the calculation:
HOMO level (alpha / beta) (eV): 0.4 / -2.6
⟨S²⟩: 2.017
Largest force on an atom (eV/A): 1.276
LUMO energy (alpha / beta) (eV): 3.816 / 3.814
Relative energy (zero: lowest compared OMol25 entry of this formula, charge and spin) (kcal/mol): 15.1
Charge: -2
E_tot (eV): -176311.404
2S+1: 3
Orbital gap (alpha / beta) (eV): 3.37 / 6.43

=====

Entry 3:
This record from OMol25 describes a 7-piece molecular cluster, C26H54BCl12NO4S3 overall in a non-equilibrium geometry. The level of theory is the ωB97M-V functional and the def2-TZVPD basis.

Geometry (Å):
C: -2.788 2.907 -2.102
C: -3.004 2.936 -3.623
C: -2.040 2.068 -4.462
C: -1.835 0.620 -3.954
N: -0.446 0.139 -3.850
C: 0.444 0.946 -2.993
C: 0.805 0.229 -1.677
C: -0.458 -0.159 -0.862
C: -0.211 -0.332 0.654
O: 1.177 -0.604 0.966
S: 1.837 0.493 1.985
O: 1.761 1.800 1.317
O: 3.348 -0.018 1.811
B: 4.207 0.694 0.916
O: 4.948 1.705 1.511
C: 4.395 0.283 -0.593
C: 4.107 -1.209 -0.911
C: 0.114 -0.200 -5.115
S: 0.692 0.852 -6.230
S: 0.238 -1.910 -5.503
C: -0.848 -2.791 -4.345
C: -0.271 -4.192 -4.019
C: -0.810 -5.280 -4.970
H: -3.134 1.956 -1.670
H: -1.738 3.045 -1.816
H: -3.381 3.692 -1.609
H: -4.053 2.693 -3.835
H: -2.865 3.976 -3.959
H: -1.075 2.587 -4.544
H: -2.436 2.030 -5.487
H: -2.350 -0.074 -4.636
H: -2.308 0.467 -2.974
H: 1.367 1.138 -3.548
H: -0.043 1.896 -2.741
H: 1.421 -0.652 -1.882
H: 1.385 0.950 -1.082
H: -1.218 0.631 -0.965
H: -0.885 -1.082 -1.268
H: -0.784 -1.186 1.032
H: -0.548 0.563 1.191
H: 4.945 2.485 0.950
H: 3.775 0.940 -1.228
H: 5.437 0.525 -0.856
H: 4.989 -1.829 -0.702
H: 3.846 -1.358 -1.965
H: 3.272 -1.593 -0.311
H: -1.814 -2.912 -4.852
H: -0.977 -2.170 -3.450
H: 0.823 -4.171 -4.074
H: -0.524 -4.450 -2.986
H: -0.171 -5.407 -5.853
H: -0.894 -6.262 -4.490
H: -1.821 -5.011 -5.306
Cl: 6.532 4.978 2.129
C: 6.674 3.656 3.325
C: 6.829 4.167 4.731
Cl: 8.406 4.962 5.004
H: 7.515 3.032 3.032
H: 5.761 3.071 3.250
H: 6.771 3.333 5.427
H: 6.052 4.882 4.985
Cl: -3.569 -1.643 -0.567
C: -4.240 -2.897 0.507
C: -3.276 -3.248 1.610
Cl: -1.829 -4.092 0.993
H: -4.485 -3.762 -0.103
H: -5.153 -2.492 0.941
H: -3.759 -3.914 2.321
H: -2.938 -2.362 2.136
Cl: 3.772 3.130 5.790
C: 3.955 1.779 6.939
C: 4.140 2.269 8.352
Cl: 5.706 3.095 8.562
H: 4.805 1.184 6.615
H: 3.053 1.173 6.868
H: 4.129 1.422 9.036
H: 3.357 2.966 8.636
Cl: -4.728 -1.698 4.218
C: -4.553 0.077 4.140
C: -5.675 0.723 3.370
Cl: -5.603 0.345 1.630
H: -3.589 0.296 3.687
H: -4.552 0.439 5.167
H: -5.596 1.806 3.459
H: -6.646 0.408 3.742
Cl: 1.877 -6.216 -1.008
C: 1.151 -7.810 -0.690
C: 1.304 -8.733 -1.871
Cl: 0.320 -8.209 -3.263
H: 0.105 -7.658 -0.436
H: 1.667 -8.233 0.171
H: 0.969 -9.734 -1.603
H: 2.339 -8.782 -2.200
Cl: -4.761 3.975 0.752
C: -4.519 5.740 0.705
C: -5.616 6.437 -0.060
Cl: -5.557 6.055 -1.800
H: -3.546 5.927 0.256
H: -4.506 6.092 1.735
H: -5.498 7.516 0.036
H: -6.598 6.153 0.309

Values from the calculation:
HOMO level (eV): -8.1
Largest force on an atom (eV/A): 1.286
LUMO energy (eV): 0.156
Relative energy (zero: lowest compared OMol25 entry of this formula, charge and spin) (kcal/mol): 0.0
E_tot (eV): -220972.151
2S+1: 1
Orbital gap (eV): 8.28

=====

Entry 4:
This record from OMol25 describes a 2-piece molecular cluster, C3H13N5 overall in a non-equilibrium geometry. The level of theory is the ωB97M-V functional and the def2-TZVPD basis.

Geometry (Å):
N: -0.773 2.582 2.447
C: -0.861 1.772 1.449
N: -1.263 0.430 1.491
N: -0.498 2.196 0.170
H: -0.923 2.092 3.346
H: -1.839 0.228 2.274
H: -1.744 0.090 0.630
H: -0.974 1.744 -0.609
H: -0.473 3.208 0.126
N: -0.963 -0.915 -1.586
C: 0.488 -1.184 -1.634
C: 1.132 -0.946 -0.285
N: 2.551 -1.322 -0.361
H: -1.452 -1.740 -1.222
H: -1.369 -0.794 -2.525
H: 0.958 -0.522 -2.378
H: 0.707 -2.224 -1.996
H: 1.031 0.095 0.001
H: 0.562 -1.506 0.495
H: 3.062 -0.958 0.459
H: 2.640 -2.327 -0.291

Values from the calculation:
HOMO level (eV): -8.8
Largest force on an atom (eV/A): 1.424
LUMO energy (eV): 0.829
Relative energy (zero: lowest compared OMol25 entry of this formula, charge and spin) (kcal/mol): 3.9
E_tot (eV): -10772.594
SMILES: N=C(N)N.NCCN
2S+1: 1
Orbital gap (eV): 9.66

=====

Entry 5:
This record from OMol25 describes C28H42AuBN9O as an isolated structure. The level of theory is the ωB97M-V functional and the def2-TZVPD basis.

Geometry (Å):
Au: -0.097 0.005 0.608
C: 0.056 4.045 -2.802
C: 0.033 3.444 -1.441
C: 0.060 4.055 -0.196
C: 0.022 3.039 0.761
N: -0.024 1.887 0.081
N: -0.016 2.119 -1.241
B: -0.063 0.881 -2.165
N: -1.404 0.146 -1.834
N: -1.872 0.040 -0.538
C: -3.002 -0.677 -0.544
C: -3.302 -0.991 -1.864
C: -2.278 -0.469 -2.643
C: -2.090 -0.582 -4.114
C: -3.815 -1.002 0.686
C: -3.757 -2.518 0.915
C: -3.311 -0.272 1.930
C: -5.266 -0.573 0.422
N: 1.227 0.057 -1.836
N: 1.675 -0.120 -0.545
C: 2.798 -0.842 -0.570
C: 3.118 -1.087 -1.904
C: 2.112 -0.515 -2.667
C: 1.935 -0.536 -4.143
C: 3.604 -1.213 0.651
C: 2.970 -0.682 1.935
C: 3.736 -2.739 0.727
C: 5.000 -0.591 0.495
C: 0.027 3.172 2.264
C: -0.007 1.816 2.969
C: -1.210 3.982 2.677
C: 1.302 3.920 2.677
H: 0.086 5.129 -2.723
H: -0.832 3.763 -3.369
H: 0.931 3.714 -3.360
H: 0.101 5.113 -0.005
H: -0.045 1.217 -3.303
H: -4.171 -1.513 -2.227
H: -3.054 -0.689 -4.607
H: -1.494 -1.473 -4.320
H: -1.576 0.281 -4.530
H: -2.730 -2.851 1.081
H: -4.154 -3.063 0.058
H: -4.351 -2.783 1.791
H: -2.329 -0.627 2.244
H: -3.995 -0.470 2.756
H: -3.282 0.809 1.775
H: -5.686 -1.098 -0.435
H: -5.330 0.499 0.230
H: -5.882 -0.805 1.292
H: 3.983 -1.607 -2.280
H: 2.849 -0.883 -4.619
H: 1.688 0.448 -4.538
H: 1.128 -1.225 -4.399
H: 2.000 -1.143 2.138
H: 2.857 0.405 1.903
H: 3.619 -0.923 2.778
H: 2.763 -3.222 0.828
H: 4.347 -3.013 1.588
H: 4.216 -3.139 -0.167
H: 4.940 0.494 0.396
H: 5.513 -0.985 -0.383
H: 5.606 -0.825 1.371
H: -0.929 1.266 2.748
H: -0.002 1.962 4.050
H: 0.881 1.216 2.742
H: -2.130 3.472 2.384
H: -1.207 4.969 2.216
H: -1.219 4.115 3.760
H: 2.196 3.370 2.377
H: 1.322 4.045 3.760
H: 1.344 4.910 2.223
N: 0.441 -3.624 2.449
C: 0.185 -2.972 1.303
O: -0.239 -1.749 1.492
C: 0.386 -3.586 0.076
C: 0.933 -4.899 0.085
N: 1.387 -5.951 0.202
C: 0.047 -2.991 -1.160
N: -0.196 -2.519 -2.183
H: 0.250 -3.164 3.321
H: 0.677 -4.603 2.441

Values from the calculation:
HOMO level (eV): -11.1
Largest force on an atom (eV/A): 0.452
LUMO energy (eV): -5.427
Charge: +1
E_tot (eV): -49539.947
2S+1: 1
Orbital gap (eV): 5.71